A structure of composition C45H54BF4N4O3PTi. Source: the OMol25 dataset; level of theory: ωB97M-V/def2-TZVPD.

```
! RIJCOSX wB97M-V def2-TZVPD def2/J DEFGRID3
* xyz 0 1
C 13.241 -12.216 11.097
F 14.560 -11.695 6.316
H 18.260 -14.791 3.947
C 15.913 -9.984 1.815
C 20.193 -14.665 6.738
H 23.612 -12.501 8.372
H 16.892 -18.252 8.682
C 14.675 -10.375 2.379
C 12.561 -11.268 11.832
C 14.311 -12.968 11.815
H 23.946 -12.662 6.747
H 14.854 -16.830 4.182
H 23.130 -11.257 7.292
H 16.984 -20.461 5.778
C 13.736 -15.154 7.409
H 18.021 -11.874 9.780
H 18.589 -12.814 4.054
C 10.921 -12.491 8.092
C 14.481 -16.429 5.141
C 15.190 -14.342 4.145
H 15.164 -13.088 11.152
C 18.316 -8.328 5.923
C 17.058 -18.527 6.612
H 17.661 -10.039 4.832
H 18.166 -13.583 2.465
C 13.294 -12.200 3.430
C 19.360 -12.385 6.814
H 9.876 -12.125 7.941
C 16.629 -19.971 6.698
C 14.638 -11.567 3.144
Ti 16.275 -12.952 6.588
H 18.008 -10.112 1.921
H 17.109 -20.538 7.514
C 17.617 -16.490 5.277
C 18.342 -12.612 2.958
C 17.150 -17.718 7.740
C 18.701 -11.007 9.535
H 13.293 -18.056 5.836
H 12.488 -11.462 3.173
C 17.078 -10.630 2.090
F 12.759 -10.327 5.825
H 22.300 -14.940 7.260
H 19.214 -12.041 2.565
N 15.809 -13.200 4.435
H 13.688 -9.861 2.139
H 19.004 -16.474 3.688
F 14.897 -9.446 5.962
H 17.172 -18.423 4.410
C 13.611 -17.080 6.046
N 14.482 -14.438 6.529
C 17.339 -16.336 7.692
H 14.056 -14.004 12.052
N 17.856 -14.333 6.425
H 20.842 -10.908 7.137
H 19.633 -11.533 9.261
C 11.442 -10.596 11.356
H 17.272 -8.067 5.979
H 13.132 -10.973 12.735
H 13.176 -13.103 2.770
C 13.224 -16.385 7.161
H 19.055 -9.487 8.184
H 17.331 -16.126 3.199
C 19.111 -13.794 6.687
C 14.737 -15.076 5.347
H 13.581 -12.764 7.958
H 18.840 -7.648 5.199
C 17.388 -17.866 5.317
H 17.210 -8.591 9.233
H 10.885 -13.581 8.219
H 20.027 -11.216 4.741
H 10.878 -9.826 11.926
H 15.546 -19.946 6.845
C 21.733 -12.847 7.169
H 20.036 -15.718 6.606
C 17.058 -11.782 2.870
H 19.686 -9.789 3.663
H 13.174 -12.454 4.470
H 10.101 -10.359 9.643
H 15.885 -9.052 1.295
C 11.549 -11.882 9.313
C 18.078 -15.933 3.954
C 21.490 -14.238 6.987
C 16.907 -9.434 8.618
B 13.928 -10.313 6.521
O 13.435 -15.287 9.863
F 13.695 -10.334 7.949
C 12.771 -12.497 9.785
H 12.463 -16.779 7.807
C 23.145 -12.338 7.400
C 18.226 -10.220 8.336
H 18.367 -15.681 9.545
H 15.306 -13.012 8.933
H 17.006 -14.638 8.946
O 15.088 -14.812 2.993
C 17.360 -15.664 9.013
C 18.513 -9.765 5.476
H 16.712 -16.182 9.631
C 15.847 -12.186 3.490
H 14.831 -12.478 12.736
C 13.515 -14.637 8.799
P 18.061 -11.104 6.784
C 17.589 -15.694 6.478
H 16.512 -9.099 7.653
N 13.433 -13.269 8.843
H 16.089 -10.005 9.110
H 11.482 -12.311 7.165
H 20.723 -9.702 5.197
C 20.705 -11.962 7.023
H 18.796 -10.305 10.363
C 10.949 -10.880 10.100
O 16.158 -12.881 8.430
C 19.816 -10.126 4.741
H 18.827 -8.045 6.855
*
```

Values from the calculation:
Energy above the lowest of the compared OMol25 structures with the same formula, charge and spin: 0.0 kcal/mol
E_LUMO: -0.0570 hartree
Highest occupied orbital energy: -8.0 eV